No. 1
This record from OMol25 describes a 2-piece molecular cluster, C14H34BI2N3O2PS overall at a distorted geometry. The level of theory is the ωB97M-V functional and the def2-TZVPD basis.

Output
max |F|	8.776	eV/A
net charge	-1
energy relative to the best compared isomer or geometry (same formula, charge and spin)	160.9	kcal per mole

Geometry as XYZ:
```
58
Properties=species:S:1:pos:R:3:lowdin_charge:R:1
C 1.352 -1.365 -3.045 -0.22
C -0.254 -1.765 -3.247 -0.69
I -0.337 -3.959 -2.851 0.62
C -1.068 -1.014 -2.026 -0.24
B -2.347 -0.077 -2.575 -0.73
C -3.763 -0.924 -2.275 -0.23
C -4.064 -2.082 -3.407 -0.26
C -5.386 -2.938 -2.860 -0.57
S -6.924 -1.862 -2.703 0.55
C -2.446 1.305 -1.695 -0.16
C -2.872 2.646 -2.529 -0.66
O -3.255 3.720 -1.784 -0.20
I -2.849 2.925 -4.697 0.72
H 1.521 -0.241 -3.342 0.08
H 2.076 -2.095 -3.632 0.06
H 1.548 -1.490 -1.877 0.07
H -0.658 -1.508 -4.324 0.09
H -0.304 -0.268 -1.493 0.07
H -1.412 -1.814 -1.226 0.07
H -2.307 0.063 -3.740 0.03
H -3.761 -1.418 -1.193 0.11
H -4.624 -0.102 -2.348 0.08
H -3.147 -2.793 -3.596 0.06
H -4.350 -1.619 -4.469 0.12
H -5.088 -3.396 -1.821 0.07
H -5.652 -3.833 -3.566 0.07
H -6.672 -0.719 -1.905 -0.14
H -1.468 1.531 -1.055 0.10
H -3.301 1.129 -0.882 0.12
O 2.682 -0.725 0.870 -0.27
P 3.031 0.307 1.970 0.78
N 2.423 -0.705 3.199 -0.33
C 1.612 -0.355 4.352 -0.14
C 3.371 -1.750 3.595 -0.15
N 1.836 1.403 1.372 -0.33
C 0.423 1.265 1.721 -0.13
C 1.887 1.585 -0.091 -0.14
N 3.432 1.493 3.235 -0.31
C 2.643 2.651 3.644 -0.14
C 4.811 1.951 3.000 -0.16
H 2.188 0.159 5.130 0.08
H 1.184 -1.255 4.811 0.09
H 0.747 0.243 4.094 0.05
H 4.163 -1.338 4.229 0.07
H 3.842 -2.206 2.719 0.07
H 2.875 -2.564 4.137 0.08
H 0.063 0.243 1.602 0.09
H -0.211 1.927 1.116 0.08
H 0.230 1.600 2.742 0.05
H 1.386 0.769 -0.629 0.05
H 2.927 1.631 -0.444 0.07
H 1.410 2.525 -0.385 0.08
H 2.496 3.375 2.835 0.09
H 3.144 3.184 4.463 0.09
H 1.676 2.366 4.059 0.06
H 4.864 2.597 2.116 0.08
H 5.469 1.093 2.836 0.07
H 5.212 2.494 3.863 0.08
```



No. 2
This record from OMol25 describes C21H36N4O2 in the gas phase. The level of theory is the ωB97M-V functional and the def2-TZVPD basis.

Output
max |F|	0.692	eV/A
net charge	0
SMILES	CCN(CC)CCCNC(=O)c1[nH]c(C)c(C(=O)NC2CCCCC2)c1C
energy relative to the best compared isomer or geometry (same formula, charge and spin)	0.9	kcal per mole

Geometry as XYZ:
```
63
Properties=species:S:1:pos:R:3:lowdin_charge:R:1
C -4.307 -1.130 2.772 -0.07
C -3.531 -0.860 1.479 -0.25
N -4.322 -0.490 0.312 -0.20
C -5.066 -1.607 -0.259 -0.25
C -4.221 -2.400 -1.255 -0.08
C -5.148 0.690 0.545 -0.20
C -5.398 1.487 -0.741 -0.16
C -4.226 2.407 -1.086 -0.18
N -2.988 1.675 -1.161 0.07
C -1.960 1.887 -0.297 -0.44
O -1.916 2.864 0.433 0.05
C -0.915 0.860 -0.349 -0.13
N -1.183 -0.435 -0.727 0.14
C -0.064 -1.185 -0.628 -0.23
C -0.068 -2.637 -0.935 -0.01
C 0.979 -0.354 -0.242 -0.04
C 2.364 -0.825 -0.050 -0.42
O 2.641 -1.990 0.192 0.05
N 3.316 0.128 -0.181 0.11
C 4.726 -0.129 0.006 -0.32
C 5.510 0.175 -1.272 -0.15
C 6.994 -0.112 -1.066 -0.20
C 7.542 0.708 0.097 -0.21
C 6.760 0.411 1.373 -0.20
C 5.276 0.699 1.170 -0.15
C 0.431 0.945 -0.044 -0.14
C 1.108 2.186 0.431 -0.03
H -3.611 -1.443 3.546 0.08
H -5.043 -1.920 2.636 0.06
H -4.820 -0.235 3.114 0.07
H -2.959 -1.756 1.223 0.11
H -2.818 -0.049 1.659 0.12
H -5.939 -1.213 -0.783 0.11
H -5.437 -2.291 0.518 0.11
H -3.350 -2.837 -0.772 0.05
H -4.813 -3.209 -1.676 0.07
H -3.890 -1.761 -2.071 0.07
H -4.619 1.336 1.248 0.13
H -6.115 0.418 0.995 0.12
H -5.575 0.801 -1.573 0.10
H -6.292 2.099 -0.616 0.11
H -4.419 2.912 -2.040 0.12
H -4.088 3.165 -0.311 0.12
H -3.001 0.840 -1.722 0.13
H -2.113 -0.803 -0.857 0.11
H 0.930 -3.034 -0.775 0.07
H -0.373 -2.816 -1.967 0.09
H -0.759 -3.164 -0.277 0.08
H 3.046 1.064 -0.428 0.12
H 4.806 -1.195 0.243 0.15
H 5.118 -0.430 -2.092 0.12
H 5.375 1.229 -1.534 0.12
H 7.127 -1.175 -0.854 0.12
H 7.546 0.119 -1.980 0.11
H 7.461 1.772 -0.139 0.11
H 8.599 0.479 0.247 0.11
H 6.888 -0.640 1.640 0.12
H 7.145 1.016 2.196 0.11
H 4.718 0.464 2.079 0.12
H 5.136 1.762 0.952 0.12
H 1.801 1.965 1.241 0.08
H 1.651 2.679 -0.378 0.09
H 0.352 2.879 0.792 0.07
```



| no. | LUMO (eV) | E (hartree) | highest occupied orbital energy (eV) |
| --- | --- | --- | --- |
| 1 | 0.29 | -2228.11431 | -5.424 |
| 2 | 0.72 | -1191.36617 | -8.084 |